Record 1
{
  "formula": "C22H20FN5OS",
  "method": "wB97M-V/def2-TZVPD",
  "lumo_ha": 0.0193,
  "homo_lumo_gap_ev": 8.83,
  "de_lowest_kcal_mol": 0.00,
  "smiles": "CCc1nc(CN2CCN(c3cccc4c3cnn4-c3ccccc3F)C2=O)cs1",
  "charge": 0,
  "e_homo_ha": -0.3053,
  "species": ["C", "C", "C", "N", "C", "C", "N", "C", "C", "N", "C", "C", "C", "C", "C", "C", "C", "N", "N", "C", "C", "C", "C", "C", "C", "F", "C", "O", "C", "S", "H", "H", "H", "H", "H", "H", "H", "H", "H", "H", "H", "H", "H", "H", "H", "H", "H", "H", "H", "H"],
  "positions_angstrom": [[-1.115, -6.024, -1.675], [-0.829, -4.835, -0.776], [-0.366, -3.614, -1.489], [0.883, -3.411, -1.905], [0.990, -2.196, -2.552], [2.303, -1.647, -3.122], [2.956, -0.729, -2.143], [3.565, -1.179, -0.921], [3.450, 0.028, 0.040], [2.778, 1.068, -0.728], [1.920, 1.973, -0.093], [2.253, 3.332, 0.081], [1.387, 4.220, 0.748], [0.187, 3.717, 1.296], [-0.114, 2.338, 1.209], [0.700, 1.494, 0.492], [0.070, 0.225, 0.562], [-1.020, 0.255, 1.295], [-1.161, 1.557, 1.670], [-2.332, 2.045, 2.280], [-3.559, 1.667, 1.718], [-4.773, 2.286, 2.194], [-4.726, 3.116, 3.296], [-3.501, 3.411, 3.899], [-2.306, 2.907, 3.366], [-1.138, 3.223, 3.966], [2.462, 0.530, -1.971], [1.730, 1.087, -2.808], [-0.187, -1.513, -2.662], [-1.521, -2.350, -1.893], [-1.391, -6.903, -1.076], [-0.257, -6.291, -2.360], [-1.982, -5.740, -2.266], [-0.052, -5.148, -0.098], [-1.700, -4.566, -0.151], [2.090, -1.192, -4.087], [2.970, -2.513, -3.297], [3.104, -2.046, -0.514], [4.614, -1.404, -1.119], [2.978, -0.279, 0.983], [4.457, 0.393, 0.272], [3.152, 3.688, -0.345], [1.624, 5.270, 0.853], [-0.467, 4.391, 1.820], [0.442, -0.689, 0.063], [-3.486, 0.992, 0.867], [-5.738, 2.054, 1.739], [-5.684, 3.516, 3.674], [-3.398, 4.028, 4.812], [-0.261, -0.540, -3.144]]
}

***

Record 2
{
  "formula": "FN2O6Pt",
  "method": "wB97M-V/def2-TZVPD",
  "lumo_ha": [0.0948, 0.0277],
  "spin_multiplicity": 3,
  "homo_lumo_gap_ev": [8.66, 6.72],
  "charge": -1,
  "s_squared": 2.00,
  "e_homo_ha": [-0.2233, -0.2193],
  "species": ["Pt", "N", "O", "O", "O", "N", "O", "O", "O", "F"],
  "positions_angstrom": [[0.673, -0.325, 0.873], [-1.505, 2.339, 0.185], [-0.779, 3.315, -0.131], [-2.708, 2.316, 0.397], [-0.859, 1.336, 0.705], [1.174, -2.351, -1.163], [2.211, -1.728, -0.817], [1.112, -3.119, -2.102], [0.036, -1.740, -0.868], [0.643, -0.043, 2.921]]
}

***

Record 3
{
  "formula": "C45H60BrClF9N8O2",
  "method": "wB97M-V/def2-TZVPD",
  "lumo_ha": -0.1254,
  "homo_lumo_gap_ev": 7.58,
  "de_lowest_kcal_mol": 31.58,
  "charge": 1,
  "e_homo_ha": -0.4041,
  "species": ["C", "C", "C", "C", "C", "N", "C", "C", "C", "O", "C", "O", "C", "C", "N", "C", "C", "C", "F", "F", "C", "F", "F", "C", "F", "F", "C", "F", "F", "F", "C", "N", "C", "C", "C", "Cl", "C", "C", "C", "C", "N", "Br", "H", "H", "H", "H", "H", "H", "H", "H", "H", "H", "H", "H", "H", "H", "H", "H", "H", "H", "H", "H", "H", "H", "H", "H", "H", "H", "H", "H", "H", "H", "H", "H", "H", "H", "H", "H", "H", "H", "H", "H", "N", "C", "C", "C", "C", "C", "H", "H", "H", "H", "H", "N", "C", "C", "C", "C", "C", "H", "H", "H", "H", "H", "N", "C", "C", "C", "C", "C", "H", "H", "H", "H", "H", "N", "C", "C", "C", "C", "C", "H", "H", "H", "H", "H"],
  "positions_angstrom": [[0.083, -3.205, 4.535], [1.491, -3.215, 3.880], [1.473, -2.800, 2.368], [2.087, -1.359, 2.258], [1.574, -0.485, 1.067], [2.733, 0.364, 0.700], [0.830, -1.168, -0.084], [1.482, -2.310, -0.892], [0.567, -3.540, -0.914], [-0.588, -3.183, -1.679], [-1.515, -4.211, -1.764], [-1.583, -4.841, -2.732], [-2.437, -4.440, -0.571], [-3.056, -3.131, -0.032], [0.202, -0.033, -0.764], [0.609, 0.391, -2.105], [2.121, 0.564, -2.379], [2.579, 2.028, -2.368], [2.572, 2.583, -1.151], [1.777, 2.791, -3.142], [4.001, 2.091, -3.043], [3.761, 2.163, -4.375], [4.722, 0.986, -2.850], [4.826, 3.351, -2.680], [4.025, 4.408, -2.644], [5.414, 3.132, -1.502], [5.973, 3.679, -3.712], [6.987, 4.204, -3.044], [5.573, 4.583, -4.565], [6.435, 2.616, -4.329], [-0.215, 0.856, 0.180], [-1.119, 1.763, 0.084], [-1.424, 2.709, 1.185], [-0.174, 3.479, 1.710], [-0.133, 3.413, 3.269], [-0.578, 5.004, 4.003], [-1.931, 1.917, -1.135], [-1.497, 3.210, -1.909], [-3.470, 1.927, -0.832], [-4.195, 0.852, -1.701], [0.547, 0.590, 1.360], [-0.648, -0.084, 2.697], [-0.615, -3.849, 3.983], [0.190, -3.623, 5.545], [-0.288, -2.178, 4.625], [2.122, -2.552, 4.489], [1.909, -4.224, 4.001], [0.427, -2.831, 2.049], [2.131, -3.520, 1.868], [3.150, -1.533, 2.049], [2.067, -0.838, 3.223], [3.409, -0.254, 0.250], [3.180, 0.671, 1.562], [-0.040, -1.673, 0.371], [1.660, -2.071, -1.948], [2.413, -2.634, -0.409], [1.097, -4.333, -1.466], [0.328, -3.879, 0.104], [-3.258, -5.070, -0.922], [-1.889, -4.930, 0.245], [-3.626, -3.356, 0.883], [-3.786, -2.677, -0.714], [-2.310, -2.375, 0.256], [0.129, 1.312, -2.443], [0.248, -0.377, -2.808], [2.286, 0.237, -3.419], [2.780, -0.064, -1.781], [-2.141, 3.467, 0.856], [-1.934, 2.131, 1.962], [-0.214, 4.546, 1.471], [0.755, 3.044, 1.331], [0.842, 3.079, 3.639], [-0.862, 2.706, 3.673], [-1.803, 1.101, -1.851], [-2.362, 3.754, -2.300], [-0.877, 2.966, -2.783], [-0.883, 3.858, -1.270], [-3.878, 2.894, -1.147], [-3.687, 1.698, 0.217], [-3.951, 0.947, -2.764], [-3.882, -0.125, -1.304], [-5.271, 0.935, -1.516], [3.518, 0.366, -9.694], [3.085, 1.577, -9.341], [3.541, 2.265, -8.227], [4.499, 1.659, -7.431], [4.962, 0.401, -7.778], [4.442, -0.198, -8.916], [2.333, 2.009, -9.993], [3.155, 3.248, -7.990], [4.881, 2.162, -6.553], [5.710, -0.105, -7.182], [4.776, -1.181, -9.230], [-4.541, 6.331, 5.550], [-5.206, 7.014, 6.482], [-4.652, 8.045, 7.224], [-3.330, 8.386, 6.989], [-2.620, 7.688, 6.026], [-3.270, 6.676, 5.337], [-6.236, 6.710, 6.635], [-5.241, 8.567, 7.967], [-2.860, 9.185, 7.548], [-1.586, 7.924, 5.812], [-2.758, 6.104, 4.573], [-6.314, -1.043, -0.342], [-7.194, -1.680, -1.118], [-8.195, -2.508, -0.634], [-8.290, -2.691, 0.735], [-7.387, -2.042, 1.561], [-6.426, -1.233, 0.977], [-7.081, -1.510, -2.183], [-8.881, -2.995, -1.313], [-9.057, -3.330, 1.153], [-7.429, -2.159, 2.636], [-5.700, -0.702, 1.585], [3.652, -5.877, 2.506], [2.805, -6.898, 2.660], [3.203, -8.197, 2.927], [4.558, -8.458, 3.038], [5.456, -7.415, 2.881], [4.954, -6.150, 2.619], [1.753, -6.648, 2.562], [2.470, -8.984, 3.044], [4.911, -9.460, 3.245], [6.522, -7.577, 2.960], [5.619, -5.303, 2.493]]
}

***

Record 4
{
  "formula": "CH2Cl3ISi",
  "method": "wB97M-V/def2-TZVPD",
  "lumo_ha": [0.0008, -0.0691],
  "spin_multiplicity": 3,
  "homo_lumo_gap_ev": [8.83, 8.23],
  "de_lowest_kcal_mol": 6.06,
  "charge": 0,
  "s_squared": 2.01,
  "e_homo_ha": [-0.3238, -0.3717],
  "species": ["C", "Si", "Cl", "Cl", "Cl", "I", "H", "H"],
  "positions_angstrom": [[-0.300, -0.731, 0.502], [0.189, 0.955, -0.243], [2.080, 1.430, 0.238], [-1.186, 2.191, 0.827], [-0.059, 1.280, -2.230], [-1.960, -1.703, -0.304], [1.223, -2.558, -0.315], [0.011, -0.863, 1.524]]
}

***

Record 5
{
  "formula": "C17H25BN2O4",
  "method": "wB97M-V/def2-TZVPD",
  "lumo_ha": 0.0218,
  "homo_lumo_gap_ev": 9.30,
  "de_lowest_kcal_mol": 47.76,
  "smiles": "C=CC(=O)N(C)CC(=O)N[C@@H](Cc1ccc(C)c(C)c1C)B(O)O",
  "charge": 0,
  "e_homo_ha": -0.3201,
  "species": ["C", "C", "C", "O", "N", "C", "C", "C", "O", "N", "C", "C", "C", "C", "C", "C", "C", "C", "C", "C", "C", "B", "O", "O", "H", "H", "H", "H", "H", "H", "H", "H", "H", "H", "H", "H", "H", "H", "H", "H", "H", "H", "H", "H", "H", "H", "H", "H", "H"],
  "positions_angstrom": [[-1.666, -1.528, 2.122], [-1.483, -2.608, 1.344], [-0.357, -2.703, 0.309], [-0.778, -2.839, -0.871], [1.031, -2.518, 0.447], [1.714, -2.116, -0.728], [1.686, -2.176, 1.760], [1.504, -0.789, 2.292], [1.786, -0.506, 3.469], [1.011, 0.192, 1.415], [1.008, 1.670, 1.694], [1.015, 2.580, 0.507], [0.532, 1.928, -0.790], [1.565, 1.654, -1.636], [1.317, 0.792, -2.666], [0.079, 0.207, -2.915], [-0.032, -0.702, -4.076], [-1.004, 0.540, -2.078], [-2.370, -0.055, -2.287], [-0.782, 1.473, -1.021], [-1.760, 1.628, -0.016], [-0.194, 1.946, 2.786], [-1.099, 3.028, 2.570], [-0.400, 1.222, 3.968], [-2.299, -1.501, 2.978], [-0.985, -0.810, 1.923], [-2.212, -3.405, 1.223], [2.099, -3.065, -1.246], [2.562, -1.453, -0.577], [0.967, -1.655, -1.341], [2.721, -2.448, 1.792], [1.259, -2.840, 2.583], [0.618, -0.058, 0.482], [1.815, 2.011, 2.331], [2.038, 2.895, 0.310], [0.440, 3.452, 0.768], [2.575, 2.095, -1.591], [2.027, 0.863, -3.555], [0.430, -0.372, -5.068], [0.306, -1.629, -3.677], [-1.118, -0.822, -4.414], [-3.007, 0.517, -2.896], [-2.898, -0.065, -1.337], [-2.450, -1.128, -2.678], [-2.624, 2.217, -0.469], [-2.133, 0.756, 0.510], [-1.491, 2.254, 0.814], [-1.322, 3.251, 3.497], [0.361, 0.619, 4.035]]
}

***

Record 6
{
  "formula": "C19H21IN2O3PbS",
  "method": "wB97M-V/def2-TZVPD",
  "lumo_ha": -0.0022,
  "homo_lumo_gap_ev": 7.75,
  "de_lowest_kcal_mol": 44.85,
  "charge": 0,
  "e_homo_ha": -0.2871,
  "species": ["C", "C", "H", "H", "H", "H", "H", "H", "C", "C", "C", "C", "H", "H", "H", "H", "N", "C", "C", "N", "C", "C", "C", "H", "H", "C", "H", "H", "Pb", "I", "C", "C", "C", "C", "C", "C", "C", "S", "O", "O", "O", "H", "H", "H", "H", "H", "H", "H"],
  "positions_angstrom": [[0.256, 4.145, -0.621], [3.126, 0.351, -2.203], [0.124, 3.760, -1.639], [1.140, 3.763, -0.094], [0.322, 5.237, -0.679], [2.843, -0.151, -3.133], [3.969, 1.033, -2.426], [3.445, -0.346, -1.425], [-1.820, 1.901, -2.679], [-3.192, 1.722, -2.870], [-3.664, 0.438, -3.134], [-2.745, -0.610, -3.133], [-1.428, 2.908, -2.516], [-3.848, 2.588, -2.809], [-4.714, 0.242, -3.337], [-3.050, -1.636, -3.322], [-0.934, 0.898, -2.638], [-1.384, -0.359, -2.859], [-0.415, -1.482, -2.799], [0.762, -1.263, -2.196], [1.579, -2.290, -1.970], [0.179, -3.811, -3.179], [1.351, -3.578, -2.460], [2.480, -2.089, -1.399], [2.097, -4.343, -2.263], [-0.716, -2.755, -3.343], [-1.644, -2.869, -3.901], [-0.046, -4.792, -3.594], [1.575, 1.683, -1.542], [-1.442, 3.656, 0.565], [0.204, 0.258, 6.797], [0.260, 0.082, 5.307], [0.339, -1.207, 4.767], [0.379, -1.401, 3.389], [0.321, -0.287, 2.543], [0.221, 1.002, 3.063], [0.211, 1.184, 4.442], [0.470, -0.519, 0.779], [1.484, 0.574, 0.450], [1.030, -1.848, 0.661], [-0.818, -0.268, 0.161], [-0.748, -0.106, 7.204], [1.000, -0.313, 7.288], [0.308, 1.311, 7.072], [0.374, -2.065, 5.442], [0.460, -2.402, 2.975], [0.144, 1.860, 2.396], [0.154, 2.192, 4.860]]
}

***

Record 7
{
  "formula": "C6H15NO",
  "method": "wB97M-V/def2-TZVPD",
  "lumo_ha": [0.0333, 0.0358],
  "homo_lumo_gap_ev": [6.79, 8.31],
  "de_lowest_kcal_mol": 171.02,
  "charge": 0,
  "e_homo_ha": [-0.2163, -0.2697],
  "species": ["C", "C", "C", "C", "C", "C", "N", "O", "H", "H", "H", "H", "H", "H", "H", "H", "H", "H", "H", "H", "H", "H", "H"],
  "positions_angstrom": [[-0.433, 0.239, 0.823], [-0.022, -0.611, -0.163], [1.787, 0.711, 0.304], [-1.165, 1.517, 0.617], [-0.200, -0.427, -1.633], [2.856, -0.344, 0.376], [-2.139, -1.465, 0.300], [-3.189, -0.601, -0.223], [-3.373, -0.988, -1.085], [-2.358, -1.451, 1.300], [-0.265, -0.087, 1.841], [0.437, -1.541, 0.145], [1.726, 1.353, 1.180], [1.737, 1.287, -0.615], [-0.770, 2.082, -0.228], [-1.126, 2.145, 1.506], [-2.210, 1.273, 0.390], [-0.666, 0.523, -1.886], [-0.833, -1.234, -2.003], [0.763, -0.498, -2.144], [3.859, 0.094, 0.468], [2.866, -0.977, -0.515], [2.719, -0.996, 1.244]]
}

***

Record 8
{
  "formula": "C8H14F2N",
  "method": "wB97M-V/def2-TZVPD",
  "lumo_ha": -0.1161,
  "homo_lumo_gap_ev": 11.47,
  "de_lowest_kcal_mol": 0.00,
  "smiles": "C=C1[C@H](C)[N@H+](C)CCC1(F)F",
  "charge": 1,
  "e_homo_ha": -0.5377,
  "species": ["C", "C", "C", "C", "N", "C", "C", "C", "C", "F", "F", "H", "H", "H", "H", "H", "H", "H", "H", "H", "H", "H", "H", "H", "H"],
  "positions_angstrom": [[-1.748, 1.987, 0.725], [-1.192, 0.928, 0.203], [0.412, 0.923, 0.038], [0.797, 1.248, -1.401], [0.910, -0.447, 0.450], [2.357, -0.566, 0.621], [0.313, -1.551, -0.257], [-1.157, -1.747, 0.185], [-1.937, -0.320, 0.002], [-2.408, -0.345, -1.342], [-3.129, -0.371, 0.709], [-2.853, 2.015, 0.749], [-1.088, 2.912, 1.015], [0.845, 1.586, 0.698], [0.615, 0.339, -2.032], [1.913, 1.459, -1.448], [0.187, 2.104, -1.641], [0.548, -0.531, 1.456], [2.714, -1.341, 1.290], [2.913, -0.497, -0.375], [2.865, 0.402, 0.993], [0.927, -2.490, -0.132], [0.200, -1.340, -1.411], [-1.748, -2.615, -0.301], [-1.255, -1.741, 1.205]]
}

***

Record 9
{
  "formula": "C2H5NO",
  "method": "wB97M-V/def2-TZVPD",
  "lumo_ha": 0.0323,
  "homo_lumo_gap_ev": 9.32,
  "de_lowest_kcal_mol": 92.75,
  "smiles": "C/C=[NH+]/[O-]",
  "charge": 0,
  "e_homo_ha": -0.3104,
  "species": ["C", "C", "N", "O", "H", "H", "H", "H", "H"],
  "positions_angstrom": [[-1.050, 0.022, -0.029], [0.333, 0.471, -0.040], [1.325, -0.369, -0.042], [2.478, 0.037, 0.019], [-1.679, 0.346, 0.943], [-1.165, -1.164, 0.026], [-1.717, 0.548, -0.729], [0.525, 1.387, -0.379], [0.950, -1.277, 0.231]]
}

***

Record 10
{
  "formula": "C14H29F2GaN3OS2",
  "method": "wB97M-V/def2-TZVPD",
  "lumo_ha": -0.0812,
  "homo_lumo_gap_ev": 9.95,
  "de_lowest_kcal_mol": 10.91,
  "charge": 1,
  "e_homo_ha": -0.4470,
  "species": ["Ga", "C", "C", "N", "C", "C", "S", "C", "C", "N", "H", "H", "H", "H", "H", "H", "H", "H", "H", "H", "H", "H", "H", "H", "N", "C", "C", "C", "C", "S", "O", "C", "C", "C", "H", "H", "H", "H", "H", "H", "H", "H", "H", "H", "H", "H", "H", "H", "F", "C", "F", "H"],
  "positions_angstrom": [[-0.055, 1.114, 0.345], [-2.713, 1.852, 2.009], [-1.951, 3.141, 1.678], [-0.510, 2.894, 1.594], [0.255, 2.904, 2.841], [0.076, 1.651, 3.695], [0.248, 0.089, 2.748], [-1.377, -0.705, 3.014], [-2.337, -0.561, 1.829], [-2.203, 0.745, 1.194], [-3.782, 2.015, 1.842], [-2.579, 1.605, 3.062], [-2.187, 3.912, 2.421], [-2.275, 3.498, 0.695], [-0.121, 3.638, 1.016], [0.003, 3.779, 3.454], [1.313, 2.974, 2.563], [-0.883, 1.639, 4.209], [0.864, 1.626, 4.448], [-1.788, -0.289, 3.932], [-1.162, -1.758, 3.190], [-3.362, -0.737, 2.181], [-2.095, -1.319, 1.080], [-2.722, 0.731, 0.315], [-1.612, 2.144, -2.177], [-1.011, 1.847, -1.246], [-0.055, -1.300, -5.052], [0.483, -1.499, -3.638], [-0.686, -1.721, -2.696], [-0.352, -2.087, -0.934], [-0.015, -0.735, -0.292], [1.243, -2.998, -0.945], [2.492, -2.139, -1.039], [3.729, -3.017, -0.868], [0.767, -1.145, -5.746], [-0.711, -0.433, -5.097], [-0.618, -2.179, -5.362], [1.045, -0.616, -3.328], [1.142, -2.370, -3.633], [-1.290, -2.571, -3.019], [-1.315, -0.829, -2.671], [1.167, -3.725, -1.751], [1.237, -3.538, 0.004], [2.469, -1.379, -0.251], [2.537, -1.628, -1.999], [3.786, -3.421, 0.141], [4.629, -2.435, -1.055], [3.707, -3.849, -1.570], [1.853, 2.985, -0.015], [1.909, 1.596, -0.046], [1.907, 1.276, -1.395], [2.907, 1.326, 0.326]]
}